## 1
ORCA calculation (wB97M-V/def2-TZVPD) on a 2-piece molecular cluster, C4H9N2 overall.

Each line ends with the natural charge from an NBO analysis.
Cartesian coordinates (Å):
1 C 2.003 0.771 0.608  -0.014
2 C 0.775 0.598 -0.124  0.048
3 C -2.292 -1.054 0.339  -0.793
4 C -1.374 -1.257 -0.725  0.135
5 N 0.843 1.669 0.903  -0.673
6 N 2.116 0.971 -0.786  -0.566
7 H 2.726 0.431 1.235  0.234
8 H -2.649 -0.102 0.365  0.306
9 H -2.090 -1.600 1.277  0.270
10 H -3.327 -1.538 0.172  0.332
11 H -1.575 -1.063 -1.846  0.231
12 H -0.406 -1.721 -0.689  0.224
13 H 0.387 1.734 1.781  0.416
14 H 2.332 1.909 -1.152  0.415
15 H 2.532 0.251 -1.358  0.434

Properties
* gap between HOMO and LUMO: 6.45 eV
* total charge: +1
* LUMO: -0.2219 Ha

***

## 2
ORCA calculation (wB97M-V/def2-TZVPD) on a 2-piece molecular cluster, C4H9N2 overall.

Each line ends with the natural charge from an NBO analysis.
Cartesian coordinates (Å):
1 C 0.529 -0.080 -2.455  -0.468
2 C 0.555 -0.904 -1.485  0.181
3 C 1.130 0.573 2.142  -0.486
4 C -1.707 -0.115 0.024  -0.458
5 N -0.138 0.411 1.579  -0.011
6 N -0.344 -0.025 0.440  -0.059
7 H 0.799 -0.413 -3.458  0.311
8 H 0.264 0.966 -2.409  0.292
9 H 0.745 -1.870 -1.082  0.248
10 H 1.183 -0.074 3.024  0.266
11 H 1.965 0.363 1.465  0.211
12 H 1.181 1.595 2.532  0.264
13 H -1.851 0.521 -0.851  0.230
14 H -1.922 -1.140 -0.284  0.235
15 H -2.389 0.192 0.819  0.244

Properties
* gap between HOMO and LUMO (spin up / spin down): 8.48 / 8.48 eV
* total charge: +1
* LUMO (spin up / spin down): -0.2142 / -0.2142 Ha

***

2 wins, 0.1157 hartree ahead of the next structure.

***

## 1
ORCA calculation (wB97M-V/def2-TZVPD) on a 2-piece molecular cluster, C10H16O overall.

Each line ends with the natural charge from an NBO analysis.
Cartesian coordinates (Å):
1 C -2.375 0.262 -0.106  -0.413
2 C -2.826 1.708 -0.087  -0.616
3 C -2.631 -0.408 1.250  -0.609
4 H -2.910 -0.265 -0.912  0.215
5 H -1.348 0.217 -0.481  0.171
6 H -2.219 2.289 -0.788  0.202
7 H -1.724 -0.673 1.779  0.181
8 H -3.124 0.388 1.835  0.217
9 H -2.718 2.169 0.882  0.204
10 H -3.863 1.819 -0.532  0.229
11 H -3.210 -1.297 1.230  0.225
12 C 1.592 -2.716 0.293  -0.709
13 C 2.764 0.520 -1.293  -0.202
14 C 1.811 1.394 -0.638  0.432
15 C 2.636 -0.820 -1.003  -0.178
16 C 1.784 -1.310 -0.004  0.168
17 C 1.111 0.988 0.475  -0.203
18 C 1.104 -0.374 0.798  -0.141
19 O 1.720 2.698 -0.905  -0.530
20 H 3.498 0.855 -2.009  0.258
21 H 3.291 -1.518 -1.486  0.248
22 H 0.383 1.565 1.009  0.270
23 H 2.150 2.899 -1.752  0.513
24 H 2.225 -3.431 -0.302  0.255
25 H 0.660 -3.180 -0.102  0.292
26 H 0.401 -0.801 1.542  0.253
27 H 1.817 -2.979 1.307  0.270

Properties
* spin multiplicity: 2
* expectation value of S²: 0.7676
* gap between HOMO and LUMO (spin up / spin down): 10.00 / 6.23 eV
* total charge: +1
* LUMO (spin up / spin down): -0.1443 / -0.2825 Ha

***

## 2
ORCA calculation (wB97M-V/def2-TZVPD) on a 2-piece molecular cluster, C10H16O overall.

Each line ends with the natural charge from an NBO analysis.
Cartesian coordinates (Å):
1 C -0.533 -2.272 2.321  -0.684
2 C 0.342 -0.036 2.741  -0.134
3 C -0.597 -0.817 1.999  0.184
4 C 0.556 1.295 2.438  -0.255
5 C -0.109 1.810 1.323  0.442
6 C -1.400 -0.191 1.012  -0.197
7 C -1.152 1.093 0.645  -0.158
8 O 0.087 2.962 0.693  -0.554
9 H 0.747 -0.545 3.605  0.247
10 H 1.137 1.970 3.036  0.254
11 H 0.308 -2.560 2.959  0.260
12 H -0.879 -2.931 1.540  0.270
13 H -2.164 -0.750 0.491  0.253
14 H 0.667 3.605 1.160  0.520
15 H -1.625 1.624 -0.173  0.266
16 H -1.340 -2.438 3.096  0.286
17 C 0.712 -1.085 -2.986  -0.402
18 C 0.742 -2.204 -4.103  -0.620
19 C 0.823 0.164 -3.908  -0.618
20 H 1.567 -1.109 -2.323  0.200
21 H -0.279 -1.082 -2.538  0.178
22 H 0.081 -1.961 -4.948  0.213
23 H 1.786 -2.428 -4.273  0.220
24 H 1.933 0.151 -4.064  0.213
25 H 0.100 -3.056 -3.795  0.206
26 H 0.921 1.079 -3.244  0.187
27 H 0.160 0.249 -4.754  0.225

Properties
* spin multiplicity: 2
* expectation value of S²: 0.7664
* gap between HOMO and LUMO (spin up / spin down): 9.05 / 5.45 eV
* total charge: +1
* LUMO (spin up / spin down): -0.1407 / -0.2727 Ha

***

1 wins, 0.0206 hartree ahead of the next structure.

***

## 1
ORCA calculation (wB97M-V/def2-TZVPD) on the molecule C5H12O2.

Each line ends with the natural charge from an NBO analysis.
Cartesian coordinates (Å):
1 C -1.748 -0.100 2.021  -0.606
2 C -0.338 0.010 1.452  -0.424
3 C -0.286 -0.269 -0.051  0.080
4 O -1.223 0.517 -0.765  -0.722
5 C 1.120 -0.021 -0.619  0.080
6 C 1.281 -0.585 -2.021  -0.647
7 O 1.334 1.394 -0.605  -0.736
8 H -2.422 0.604 1.525  0.217
9 H -2.155 -1.106 1.866  0.200
10 H -1.758 0.108 3.096  0.207
11 H 0.074 1.012 1.633  0.208
12 H 0.332 -0.698 1.959  0.201
13 H -0.574 -1.312 -0.239  0.173
14 H -0.904 1.428 -0.666  0.471
15 H 1.864 -0.472 0.053  0.169
16 H 0.486 -0.196 -2.668  0.221
17 H 2.258 -0.318 -2.441  0.211
18 H 1.206 -1.678 -2.014  0.223
19 H 1.454 1.683 -1.517  0.473

Properties
* gap between HOMO and LUMO: 10.91 eV
* SMILES string: CC[C@@H](O)[C@@H](C)O
* LUMO: 0.0326 Ha

***

## 2
ORCA calculation (wB97M-V/def2-TZVPD) on the molecule C5H12O2.

Each line ends with the natural charge from an NBO analysis.
Cartesian coordinates (Å):
1 C -0.245 1.953 1.632  -0.622
2 C -0.993 1.294 0.452  -0.395
3 C -0.588 -0.148 0.232  0.082
4 O -1.645 -0.853 -0.379  -0.737
5 C 0.659 -0.097 -0.627  -0.451
6 C 1.178 -1.543 -0.920  -0.068
7 O 0.274 -2.201 -1.806  -0.742
8 H -0.120 3.010 1.405  0.213
9 H -0.747 1.896 2.613  0.213
10 H 0.756 1.522 1.780  0.197
11 H -0.684 1.762 -0.618  0.181
12 H -2.083 1.341 0.614  0.228
13 H -0.266 -0.618 1.175  0.148
14 H -1.264 -1.402 -1.085  0.494
15 H 1.456 0.408 -0.062  0.218
16 H 0.336 0.773 -1.408  0.219
17 H 1.269 -2.165 0.005  0.172
18 H 2.192 -1.515 -1.337  0.170
19 H 0.393 -3.157 -1.741  0.480

Properties
* gap between HOMO and LUMO: 10.60 eV
* SMILES string: CC[C@@H](O)CCO
* LUMO: 0.0275 Ha

***

## 3
ORCA calculation (wB97M-V/def2-TZVPD) on a 2-piece molecular cluster, C5H12O2 overall.

Each line ends with the natural charge from an NBO analysis.
Cartesian coordinates (Å):
1 C -0.114 0.746 -3.440  -0.592
2 C -0.836 -0.193 -2.404  -0.452
3 C -0.942 0.363 -1.053  -0.146
4 C -1.127 -0.308 0.107  -0.237
5 C -0.979 0.280 1.475  -0.105
6 O -0.322 -0.698 2.327  -0.701
7 H 0.069 0.245 -4.383  0.210
8 H 0.889 1.022 -3.115  0.204
9 H -0.747 1.624 -3.548  0.201
10 H -0.184 -1.081 -2.396  0.206
11 H -1.752 -0.517 -2.915  0.221
12 H -1.213 1.427 -0.906  0.181
13 H -0.712 -1.315 -0.128  0.187
14 H -1.925 0.565 1.966  0.174
15 H -0.354 1.170 1.425  0.188
16 H -0.575 -1.509 1.873  0.460
17 O 3.330 -0.789 4.822  -0.927
18 H 4.282 -0.816 4.716  0.463
19 H 3.211 -0.215 5.577  0.465

Properties
* gap between HOMO and LUMO: 10.40 eV
* SMILES string: CC/C=C/CO.O
* LUMO: 0.0379 Ha

***

## 4
ORCA calculation (wB97M-V/def2-TZVPD) on a 2-piece molecular cluster, C5H12O2 overall.

Each line ends with the natural charge from an NBO analysis.
Cartesian coordinates (Å):
1 C -1.185 1.626 0.354  -0.621
2 C -1.444 0.125 0.335  -0.511
3 C -0.430 -1.125 -0.063  0.602
4 C -0.968 -2.051 -1.112  -0.725
5 O 0.390 -1.446 0.752  -0.531
6 H -0.694 1.894 -0.582  0.223
7 H -0.507 1.872 1.172  0.208
8 H -2.106 2.201 0.444  0.223
9 H -1.952 -0.144 1.269  0.226
10 H -2.270 -0.020 -0.369  0.197
11 H -0.409 -1.973 -2.043  0.252
12 H -0.942 -3.082 -0.763  0.244
13 H -2.006 -1.829 -1.347  0.224
14 C 2.784 0.706 0.395  -0.242
15 O 1.661 0.654 -0.453  -0.757
16 H 2.552 1.233 1.328  0.157
17 H 3.129 -0.297 0.672  0.166
18 H 3.581 1.252 -0.109  0.179
19 H 0.817 0.404 0.121  0.487

Properties
* gap between HOMO and LUMO: 10.45 eV
* SMILES string: CCC(C)=O.CO
* LUMO: 0.0240 Ha

***

1 wins, 0.0456 hartree ahead of the next structure.

***

## 1
ORCA calculation (wB97M-V/def2-TZVPD) on a 3-piece molecular cluster, C5H12O2 overall.

Each line ends with the natural charge from an NBO analysis.
Cartesian coordinates (Å):
1 C 1.074 0.333 -2.988  -0.375
2 C 0.234 -0.207 -2.071  -0.232
3 C -0.270 0.449 -0.877  -0.289
4 C 0.526 1.254 -0.145  -0.119
5 C 0.075 2.408 0.756  -0.649
6 H 1.197 -0.295 -3.864  0.200
7 H 1.405 1.358 -2.998  0.198
8 H -0.276 -1.087 -2.459  0.204
9 H -1.246 0.059 -0.558  0.209
10 H 1.513 1.435 -0.605  0.191
11 H 0.653 3.240 0.317  0.221
12 H -0.980 2.690 0.699  0.217
13 H 0.344 2.219 1.789  0.225
14 O 0.341 -1.778 1.156  -0.949
15 H -0.506 -1.586 1.579  0.469
16 H 0.269 -1.389 0.280  0.480
17 O -1.577 -2.679 3.329  -0.958
18 H -0.893 -3.034 2.756  0.480
19 H -1.882 -3.391 3.902  0.477

Properties
* gap between HOMO and LUMO: 9.44 eV
* SMILES string: C=C/C=C/C.O.O
* LUMO: 0.0238 Ha

***

## 2
ORCA calculation (wB97M-V/def2-TZVPD) on a 3-piece molecular cluster, C5H12O2 overall.

Each line ends with the natural charge from an NBO analysis.
Cartesian coordinates (Å):
1 C 1.994 -0.094 -1.739  -0.337
2 C 0.675 0.130 -1.860  -0.256
3 C -0.038 1.104 -1.024  -0.031
4 C 0.507 1.955 -0.152  -0.379
5 C -1.549 1.405 -1.287  -0.630
6 H 2.637 0.086 -0.891  0.200
7 H 2.475 -0.523 -2.613  0.197
8 H 0.156 -0.253 -2.730  0.211
9 H -0.009 2.644 0.505  0.199
10 H 1.513 1.773 0.228  0.180
11 H -1.669 2.415 -0.936  0.220
12 H -1.704 1.232 -2.357  0.203
13 H -2.221 0.722 -0.764  0.220
14 O -0.789 -1.207 1.019  -0.955
15 H 0.006 -1.525 1.485  0.479
16 H -0.493 -1.161 0.117  0.475
17 O -0.362 -2.364 3.611  -0.957
18 H 0.112 -1.663 4.094  0.473
19 H -1.069 -1.984 3.097  0.487

Properties
* gap between HOMO and LUMO: 9.29 eV
* SMILES string: C=CC(=C)C.O.O
* LUMO: 0.0155 Ha

***

## 3
ORCA calculation (wB97M-V/def2-TZVPD) on a 3-piece molecular cluster, C5H12O2 overall.

Each line ends with the natural charge from an NBO analysis.
Cartesian coordinates (Å):
1 C -0.514 -2.091 0.036  -0.427
2 C 0.397 -1.354 -0.586  -0.162
3 C 0.096 -0.134 -1.412  -0.494
4 C 0.747 1.097 -0.835  -0.157
5 C 1.720 1.772 -1.424  -0.404
6 H -0.235 -2.980 0.587  0.201
7 H -1.563 -1.831 -0.028  0.215
8 H 1.455 -1.607 -0.512  0.194
9 H -0.985 0.023 -1.435  0.234
10 H 0.445 -0.288 -2.437  0.214
11 H 0.339 1.402 0.123  0.201
12 H 2.152 2.658 -0.984  0.198
13 H 2.109 1.468 -2.388  0.189
14 O -2.375 0.658 0.931  -0.973
15 H -3.075 0.925 1.542  0.468
16 H -1.595 0.518 1.493  0.494
17 O -0.073 -0.014 2.553  -0.965
18 H 0.243 -0.719 1.970  0.493
19 H 0.712 0.499 2.806  0.482

Properties
* gap between HOMO and LUMO: 10.43 eV
* SMILES string: C=CCC=C.O.O
* LUMO: 0.0273 Ha

***

## 4
ORCA calculation (wB97M-V/def2-TZVPD) on a 2-piece molecular cluster, C5H12O2 overall.

Each line ends with the natural charge from an NBO analysis.
Cartesian coordinates (Å):
1 C 1.686 0.579 -1.246  -0.627
2 C 0.667 0.028 -0.247  -0.204
3 C 1.129 0.400 1.166  -0.612
4 C -0.730 0.683 -0.544  -0.517
5 C -1.363 0.488 -1.897  0.454
6 O -0.951 -0.214 -2.773  -0.517
7 H 2.724 0.292 -1.265  0.221
8 H 1.489 1.667 -1.174  0.192
9 H 1.249 0.331 -2.222  0.228
10 H 0.458 -1.049 -0.275  0.210
11 H 0.277 0.454 1.862  0.209
12 H 2.025 -0.177 1.396  0.221
13 H 1.483 1.443 1.211  0.195
14 H -0.591 1.736 -0.349  0.218
15 H -1.420 0.256 0.191  0.232
16 H -2.186 1.252 -2.087  0.096
17 O -1.675 -2.854 2.517  -0.931
18 H -1.765 -2.841 3.495  0.468
19 H -2.505 -2.474 2.241  0.464

Properties
* gap between HOMO and LUMO: 10.41 eV
* SMILES string: CC(C)CC=O.O
* LUMO: 0.0242 Ha

***

4 wins, 0.0067 hartree ahead of the next structure.

***

## 1
ORCA calculation (wB97M-V/def2-TZVPD) on a 2-piece molecular cluster, C3H7NO2 overall.

Each line ends with the natural charge from an NBO analysis.
Cartesian coordinates (Å):
1 C 1.993 0.206 0.184  0.329
2 C 2.151 0.665 -0.995  -0.244
3 C -1.308 0.076 1.108  -0.456
4 N -1.594 -0.938 0.044  -0.342
5 O 1.913 -0.074 1.314  -0.425
6 O -0.850 -0.551 -1.127  -0.628
7 H -1.202 -1.852 0.324  0.340
8 H 1.250 0.321 -1.664  0.186
9 H 2.944 1.209 -1.378  0.157
10 H -1.546 1.129 0.658  0.191
11 H -2.047 -0.307 1.928  0.212
12 H -0.222 0.108 1.323  0.210
13 H -1.482 0.009 -1.720  0.468

Properties
* spin multiplicity: 3
* expectation value of S²: 2.0095
* gap between HOMO and LUMO (spin up / spin down): 6.35 / 6.89 eV
* LUMO (spin up / spin down): 0.0299 / -0.0818 Ha

***

## 2
ORCA calculation (wB97M-V/def2-TZVPD) on the molecule C3H7NO2.

Each line ends with the natural charge from an NBO analysis.
Cartesian coordinates (Å):
1 C 1.518 0.763 0.096  0.007
2 C 0.312 -1.504 0.234  -0.449
3 C -1.088 0.409 -0.321  0.064
4 N 0.308 -0.032 -0.066  -0.105
5 O 2.608 0.298 0.349  -0.482
6 O -1.547 1.424 0.553  -0.693
7 H 1.456 1.883 -0.013  0.137
8 H 0.101 -1.918 -0.766  0.217
9 H 1.358 -1.888 0.485  0.255
10 H -0.344 -1.900 0.883  0.213
11 H -1.731 -0.392 -0.084  0.178
12 H -1.258 0.631 -1.366  0.179
13 H -1.694 2.228 0.016  0.480

Properties
* spin multiplicity: 3
* expectation value of S²: 2.0081
* gap between HOMO and LUMO (spin up / spin down): 4.99 / 6.69 eV
* LUMO (spin up / spin down): 0.0209 / -0.0951 Ha

***

2 wins, 0.0431 hartree ahead of the next structure.

***

## 1
ORCA calculation (wB97M-V/def2-TZVPD) on the molecule Cl2NO3P.

Each line ends with the natural charge from an NBO analysis.
Cartesian coordinates (Å):
1 N -1.004 0.291 -0.075  0.284
2 O -1.461 -0.094 -1.100  -0.305
3 O -1.024 1.446 0.415  -0.381
4 O 2.634 0.267 -0.887  -0.680
5 P -0.233 -0.906 1.112  0.828
6 Cl 0.186 -2.444 -0.095  -0.210
7 Cl 1.854 0.115 0.477  0.463

Properties
* gap between HOMO and LUMO (spin up / spin down): 7.08 / 7.06 eV
* LUMO (spin up / spin down): -0.1050 / -0.1049 Ha

***

## 2
ORCA calculation (wB97M-V/def2-TZVPD) on a 2-piece molecular cluster, Cl2NO3P overall.

Each line ends with the natural charge from an NBO analysis.
Cartesian coordinates (Å):
1 N -1.239 -0.125 -0.415  0.495
2 O -2.055 0.303 0.348  -0.238
3 O -1.283 -0.788 -1.422  -0.256
4 O 1.734 0.241 1.819  -0.959
5 P 1.547 0.212 0.374  1.459
6 Cl 2.270 -1.469 -0.457  -0.233
7 Cl 2.650 1.701 -0.622  -0.268

Properties
* gap between HOMO and LUMO (spin up / spin down): 8.08 / 7.80 eV
* LUMO (spin up / spin down): -0.1101 / -0.0873 Ha

***

2 wins, 0.1466 hartree ahead of the next structure.